Formula: C4H4OS
Source: the Open Molecules 2025 dataset
Level of theory: ωB97M-V with the def2-TZVPD basis set

HOMO level: -8.57 eV
E: -628.1410 Ha
Energy relative to the best compared isomer or geometry (same formula, charge and spin): 246.70 kJ/mol

Structure (XYZ):
```
10
Properties=species:S:1:pos:R:3:forces:R:3
C -3.1664 -0.2955 0.1599 1.7 -0.3 -3.6
C -1.7749 0.0474 -0.1061 3.6 0.0 0.4
C -0.5704 0.2299 -0.3301 -6.4 -0.4 0.2
C 0.7623 0.3285 -0.1572 4.2 0.6 1.7
O 1.3316 1.5513 0.1379 0.4 -1.5 -0.6
S 1.7221 -0.9748 0.0527 -0.1 0.0 -0.5
H -3.5480 0.3324 -0.6754 -1.1 -1.2 0.1
H -3.5596 0.1396 0.9876 -0.8 1.1 2.8
H -3.3033 -1.3954 0.1361 -0.3 0.8 -0.3
H 0.7008 2.2480 0.2071 -1.1 0.8 -0.1
```
Forces are in eV/Å.


Formula: C4H4OS2
Source: the Open Molecules 2025 dataset
Level of theory: ωB97M-V with the def2-TZVPD basis set

HOMO level: -9.48 eV
E: -1026.0936 Ha
Energy relative to the best compared isomer or geometry (same formula, charge and spin): 842.67 kJ/mol

Structure (XYZ):
```
11
Properties=species:S:1:pos:R:3:forces:R:3
C -0.3536 1.2869 1.1342 -6.7 4.2 -2.1
C -0.7245 -0.1616 0.6013 1.9 -0.2 2.5
C -0.1472 -0.3726 -0.7311 -1.5 -2.2 -3.5
C 1.2906 -0.7608 -1.1689 -4.4 1.7 -1.7
H 1.1808 1.4330 2.1360 -3.6 0.0 -2.4
H -0.1734 -0.8827 1.3141 -0.9 0.8 -0.9
H -1.7906 -0.4711 0.4225 0.9 1.3 1.2
H 1.1047 -0.8667 -2.2844 1.4 -0.4 1.1
O -1.5320 2.2365 0.6831 8.6 -5.6 3.5
S -1.3636 -0.6805 -1.9043 2.4 0.7 1.3
S 2.5088 -0.7604 -0.2027 1.8 -0.3 1.0
```
Forces are in eV/Å.


Formula: C4H4OS2
Source: the Open Molecules 2025 dataset
Level of theory: ωB97M-V with the def2-TZVPD basis set

HOMO level (spin up / spin down): -5.20 / -9.35 eV
E: -1026.2536 Ha
Energy relative to the best compared isomer or geometry (same formula, charge and spin): 0.00 kJ/mol
Multiplicity: 3

Structure (XYZ):
```
11
Properties=species:S:1:pos:R:3:forces:R:3
C 1.2273 -1.1067 -0.6926 -1.2 -1.7 3.1
C 0.5485 -1.0488 0.5523 2.9 -3.8 -1.9
C 0.9929 0.0551 -1.3663 0.2 1.6 -1.9
C -0.1053 0.1125 0.7141 -1.8 5.2 -0.3
O 0.2731 0.9456 -0.7487 -1.2 -0.5 2.0
S -2.8673 1.1323 1.0513 -1.4 0.0 -0.5
S -0.9695 0.9690 1.8805 2.0 -1.1 -0.6
H 1.8099 -1.9385 -1.0406 0.1 -0.1 -0.1
H 0.5356 -1.8303 1.2875 0.2 -0.1 0.1
H 1.3225 0.2892 -2.3683 0.2 0.2 0.1
H -2.7678 2.4207 0.7306 0.0 0.2 -0.1
```
Forces are in eV/Å.


Formula: C4H4PS
Source: the Open Molecules 2025 dataset
Level of theory: ωB97M-V with the def2-TZVPD basis set

HOMO level: -3.06 eV
E: -894.3192 Ha
Energy relative to the best compared isomer or geometry (same formula, charge and spin): 133.93 kJ/mol
Total charge: -1

Structure (XYZ):
```
10
Properties=species:S:1:pos:R:3:forces:R:3
C 0.7032 0.4010 0.3445 2.9 -0.9 3.4
C -0.4192 -0.4010 0.6585 0.7 -2.6 1.0
C 0.7863 1.1091 -0.7310 0.8 1.9 -2.8
C -1.2454 -0.3611 -0.5127 -0.3 1.5 -0.4
P -0.6665 0.7292 -1.6646 -0.7 -0.1 -1.2
S 0.4101 -2.2875 0.9316 -0.7 1.3 -0.4
H 1.5658 0.2343 0.9582 0.4 0.3 0.7
H -0.6476 -0.3112 1.7317 -0.9 0.0 -0.7
H 1.7126 1.6521 -1.0395 -1.1 -0.5 0.2
H -2.1995 -0.7649 -0.6767 -1.1 -0.9 0.2
```
Forces are in eV/Å.


Formula: C4H4S
Source: the Open Molecules 2025 dataset
Level of theory: ωB97M-V with the def2-TZVPD basis set

HOMO level: -9.40 eV
E: -552.8098 Ha
Energy relative to the best compared isomer or geometry (same formula, charge and spin): 478.43 kJ/mol

Structure (XYZ):
```
9
Properties=species:S:1:pos:R:3:forces:R:3
C -4.1937 2.7014 0.2293 -0.8 0.3 -1.3
C -4.3757 1.5121 0.0615 1.4 -1.5 -0.4
S -4.1589 -0.2426 -0.2844 -0.6 2.7 0.7
H -4.2991 3.7214 -0.1709 0.3 -0.8 1.0
H -5.4613 -0.3766 -0.0548 -0.3 -0.6 0.0
C 4.3476 -1.6277 -0.4869 -1.8 0.1 0.3
C 3.9465 -2.5144 0.2404 1.5 0.1 -1.0
H 4.1861 -0.7813 -1.1364 0.7 -0.2 0.2
H 3.9961 -3.4810 0.6828 -0.4 0.0 0.4
```
Forces are in eV/Å.


Formula: C4H4S2
Source: the Open Molecules 2025 dataset
Level of theory: ωB97M-V with the def2-TZVPD basis set

HOMO level: -8.96 eV
E: -951.0401 Ha
Energy relative to the best compared isomer or geometry (same formula, charge and spin): 347.68 kJ/mol

Structure (XYZ):
```
10
Properties=species:S:1:pos:R:3:forces:R:3
C 3.2126 0.0529 -0.0622 -4.7 -4.9 -0.2
C 2.2378 -0.7787 -0.1013 1.6 5.5 0.7
C 0.7375 -0.9973 0.1531 -0.3 -4.1 -1.6
C -0.5436 -0.1210 -0.1788 1.3 0.9 2.3
S -1.9375 -0.8807 -0.0174 -1.1 -0.5 -0.7
S -0.4014 1.6325 0.0326 2.1 -0.4 -0.5
H 4.1875 0.3999 0.0966 0.8 0.5 -0.1
H 0.3744 -2.0149 -0.4223 1.2 2.4 1.1
H 0.6334 -1.4178 1.1965 0.1 1.1 -0.9
H -1.6375 2.0674 0.0208 -1.0 -0.4 -0.1
```
Forces are in eV/Å.